(1)
Density functional theory data (ωB97M-V/def2-TZVPD) for the ion C32H52N4O4 with charge +2 in a non-equilibrium geometry.

```
92
Properties=species:S:1:pos:R:3
H 0.3805 1.4955 -1.8464
C 8.8943 -0.3929 2.8106
C -9.5541 -2.0415 -0.0013
C 8.9547 -0.6014 0.0500
H 4.2952 2.3090 -1.7534
H 6.9204 0.4107 2.5572
N -11.0376 -1.9288 -0.0290
C -7.5027 -3.2503 -0.1994
H 3.7435 0.2542 0.4385
H 5.2921 2.0503 -0.3147
H 10.4875 -3.5821 0.3577
C -2.4690 1.7664 0.1247
H -6.3359 4.2014 1.7531
H -1.8658 2.5367 -1.7880
C 10.0354 -1.0292 0.8014
H -2.1745 2.6454 0.6995
H 12.5966 -0.8469 1.5785
C 4.8136 0.1403 -3.0253
O 6.7150 0.3332 0.0276
O -6.6622 0.1887 0.4821
H -12.5998 -1.3765 1.2834
H -11.1864 -2.1075 2.0681
H -4.3892 2.7464 1.7274
H -9.4056 -4.1602 -0.4220
H 11.5177 -3.0503 1.6908
H -6.9877 -4.1817 -0.3705
H -7.5083 3.9059 0.4508
H -12.7821 -3.0696 -0.3055
H -0.0494 3.8074 -0.8480
C 12.4282 -0.8313 0.5049
H 12.0295 -2.1059 -1.7391
C 7.8200 -0.1030 0.6892
C -7.4479 -0.8961 0.2526
C -11.5124 -1.4311 1.2794
C -7.1382 1.4881 0.4628
C -11.4225 -0.9833 -1.0994
H -4.7973 1.0266 1.6119
H 3.4187 2.6561 1.1234
C -1.6286 1.6835 -1.1484
C 11.3819 -3.0159 0.6129
H 11.0494 -0.6365 -1.7212
H 4.8303 0.9954 -3.7028
N -6.1768 2.3548 0.7897
H -9.3245 0.0638 0.4293
C 6.3893 -0.1207 -1.2400
C 10.0109 -0.9249 2.1855
H 13.3075 -1.2400 0.0096
H 12.2448 -3.4788 0.1368
H -11.4019 -3.6088 -1.2649
H 8.8822 -0.3065 3.8850
C 3.3976 1.0222 -0.2570
C 0.3953 2.9765 -0.2953
C -8.8927 -3.2355 -0.2257
H -5.7019 -2.1116 0.0390
O 7.0040 -0.9975 -1.8031
H -1.9038 0.7779 -1.6945
C -6.7793 -2.1015 0.0290
C -4.8052 1.9763 1.0737
H -4.1276 2.7525 -0.8153
C -3.9585 1.8679 -0.1977
H 2.2268 3.0107 -1.4052
H 2.1692 4.1383 -0.0612
H -11.0609 -1.3513 -2.0582
H -2.2853 0.8849 0.7428
H 10.2695 -2.2321 -1.6432
H -10.9910 -0.0007 -0.9233
H -4.2774 0.9963 -0.7724
C -6.4747 3.7713 0.7602
H 10.8363 -1.2473 2.7990
C -11.7032 -3.2172 -0.2953
H 5.4399 -0.6521 -3.4280
C 1.9167 3.1213 -0.3651
N 5.3299 0.5285 -1.7301
H -12.5063 -0.8887 -1.1391
C -8.8381 -0.8796 0.2530
H -11.4620 -3.9385 0.4832
H 1.9789 1.6581 1.2182
H 8.9313 -0.6625 -1.0219
C 2.6785 2.1239 0.5229
H 2.7024 0.5550 -0.9554
H 0.0800 3.0642 0.7456
C -0.1205 1.6660 -0.8904
H -5.8184 4.2813 0.0547
H -11.1149 -0.4404 1.4841
C 11.1317 -1.6476 -1.3274
C 4.6112 1.5669 -1.0166
H 12.2910 0.2022 0.1909
C 7.7979 0.0098 2.0773
N 11.2327 -1.6218 0.1449
H 3.7900 -0.2238 -2.9337
O -8.2810 1.7768 0.1867
H 0.1254 0.8320 -0.2303
```

Calculated values
charge: +2
spin multiplicity: 1
frontier orbital gap: 9.70 eV
lowest unoccupied orbital energy: -3.0 eV
calculated total energy: -1770.06894 Ha
HOMO energy: -12.74 eV


(2)
Density functional theory data (ωB97M-V/def2-TZVPD) for a structure of composition C17H20Cl3InO3 in a non-equilibrium geometry.

```
44
Properties=species:S:1:pos:R:3
C -0.8032 -1.7216 -1.5867
H -0.9986 2.5399 1.6690
C 3.2385 -0.3447 -3.5436
H 4.1241 -0.0089 -4.1089
O 0.3804 -0.1181 2.1151
H 1.1793 2.9374 0.0453
Cl -1.8887 -1.0811 4.9491
C -0.0759 1.9069 -1.5623
H 3.1565 -3.0457 -3.2921
H 4.2256 0.5503 -1.3172
C -1.8402 -1.5621 -0.5852
C -1.9280 1.5473 -0.1768
H -2.8703 -1.1990 -0.7562
H 3.3511 -0.1123 0.9434
In -0.0275 0.0435 0.1809
H -2.9258 1.2460 0.1867
C 4.0397 -0.5192 -1.1327
H 3.6908 -3.1604 -1.5955
H 4.8579 -2.8481 -2.8858
H 0.5874 1.9122 -2.4461
C 3.6513 -1.1623 -2.3930
C 2.9796 -0.5974 0.0057
H 1.3253 -2.4901 -1.4227
O 0.8400 -0.1894 4.2968
C -1.2979 -1.9789 0.6946
H 2.6878 0.5482 -3.2216
C -1.4403 0.2407 3.8650
C 0.2436 2.4324 -0.2482
H 2.6136 -0.9125 -4.2464
C 0.0865 -0.0498 3.3702
Cl -2.6978 0.3037 2.5415
H -0.8627 -1.4475 -2.6598
C 0.3692 -2.2484 -0.9293
C -1.4117 1.3647 -1.5204
O 1.9510 0.1943 -0.5168
C 0.0737 -2.4076 0.4772
H 0.7595 -2.8029 1.2481
C -0.8977 2.2108 0.6195
C 3.8354 -2.6189 -2.5413
Cl -1.3913 1.8327 4.6459
H 2.7011 -1.6715 0.2167
H -1.8435 -2.0084 1.6536
H -1.9508 0.8787 -2.3573
H 4.9311 -1.0075 -0.7277
```

Calculated values
charge: -2
spin multiplicity: 1
frontier orbital gap (alpha / beta): 6.68 / 1.63 eV
lowest unoccupied orbital energy (alpha / beta): 4.5 / 4.4 eV
calculated total energy: -2456.02569 Ha
HOMO energy (alpha / beta): -2.21 / 2.72 eV